# 1
Entry from the Open Molecules 2025 dataset: a molecular structure, C44H48BBrF5GeN8STl at a distorted geometry (the ωB97M-V functional and the def2-TZVPD basis).

```
110
Properties=species:S:1:pos:R:3:forces:R:3:mulliken_charge:R:1
Tl -0.040 0.079 -0.434 -0.30 -1.13 -0.34 1.583
C 0.739 -2.500 -4.510 -0.01 0.02 0.11 -1.640
C 1.042 -2.627 -3.014 0.08 0.02 -0.07 3.715
C 1.517 -4.045 -2.689 -0.03 0.15 0.03 -1.863
C 2.070 -1.610 -2.618 0.12 -0.01 0.15 -0.694
C 3.457 -1.663 -2.824 -0.01 0.05 -0.02 -1.417
C 3.938 -0.475 -2.317 -0.05 -0.10 -0.10 -0.577
N 2.903 0.234 -1.844 0.29 0.00 -0.01 0.222
N 1.758 -0.460 -2.018 -0.26 -0.05 0.01 0.461
B 2.944 1.646 -1.262 -0.37 -0.10 0.04 -0.634
N 2.752 1.632 0.273 0.31 0.03 0.14 0.452
C 3.510 2.339 1.120 -0.06 0.09 0.07 -0.436
C 3.185 1.973 2.404 -0.14 0.03 0.03 -1.546
C 2.194 0.986 2.269 0.20 0.27 -0.11 -0.062
N 1.934 0.802 0.963 -0.23 -0.16 -0.02 0.261
C 1.706 0.174 3.439 -0.10 -0.23 -0.14 0.689
C 0.236 -0.233 3.369 0.14 0.18 0.04 -0.906
C 2.653 -1.024 3.611 0.00 0.08 0.09 -1.450
N 1.834 2.511 -1.880 0.27 0.24 -0.35 0.362
C 2.014 3.671 -2.531 -0.13 0.06 -0.01 -0.647
C 0.773 4.186 -2.841 0.00 0.05 0.05 -1.305
C -0.138 3.249 -2.329 0.06 0.00 -0.11 -0.490
N 0.523 2.241 -1.762 -0.08 -0.09 0.11 0.750
C -1.629 3.265 -2.461 0.04 0.12 0.02 3.175
C -2.014 2.977 -3.916 -0.05 -0.08 0.19 -1.597
C -2.231 4.590 -1.990 0.07 -0.15 -0.01 -1.636
H 0.023 -3.265 -4.815 0.04 0.03 0.00 0.408
H 1.657 -2.629 -5.088 0.00 0.00 -0.04 0.425
H 0.315 -1.523 -4.743 0.07 -0.01 -0.04 0.302
H 0.129 -2.412 -2.451 0.04 -0.05 0.04 -1.528
H 2.329 -4.334 -3.360 0.00 -0.03 0.00 0.377
H 0.701 -4.759 -2.813 0.00 0.00 -0.05 0.406
H 1.874 -4.097 -1.663 -0.01 -0.07 0.05 0.415
H 4.023 -2.459 -3.277 0.00 0.00 -0.01 0.506
H 4.943 -0.089 -2.273 -0.03 0.06 0.01 0.522
H 4.003 2.146 -1.509 0.07 0.07 0.02 -0.183
H 4.234 3.051 0.757 0.02 -0.07 -0.08 0.544
H 3.603 2.350 3.321 0.04 -0.07 0.02 0.559
H 1.842 0.803 4.324 -0.03 0.09 -0.05 0.395
H -0.025 -0.600 2.380 -0.03 -0.14 -0.01 -0.360
H -0.410 0.617 3.595 0.01 -0.03 -0.05 0.206
H 0.026 -1.024 4.090 -0.02 -0.01 0.01 0.533
H 2.620 -1.675 2.743 -0.06 -0.08 -0.13 0.160
H 2.375 -1.607 4.491 -0.01 0.01 0.01 0.428
H 3.679 -0.671 3.736 -0.01 -0.03 0.02 0.436
H 3.001 4.048 -2.738 0.03 -0.04 0.06 0.539
H 0.556 5.106 -3.359 0.01 -0.02 -0.04 0.531
H -2.018 2.469 -1.827 0.01 0.05 0.00 -1.617
H -1.666 3.779 -4.568 0.01 0.00 -0.02 0.422
H -3.097 2.887 -4.018 0.00 0.01 -0.03 0.441
H -1.555 2.043 -4.245 -0.01 0.03 -0.06 0.237
H -1.795 5.430 -2.534 -0.03 0.04 0.02 0.309
H -2.052 4.736 -0.923 0.00 0.06 0.00 0.148
H -3.309 4.593 -2.161 -0.01 0.05 0.02 0.502
F -2.668 -6.048 3.191 -0.05 -0.02 0.03 -0.341
C -1.820 -5.221 2.577 0.13 0.06 -0.03 0.667
C -2.206 -4.519 1.452 -0.09 -0.01 -0.02 -0.097
F -3.442 -4.670 0.954 -0.05 0.02 0.01 -0.366
C -1.322 -3.653 0.842 0.29 0.00 0.24 -1.127
F -1.778 -2.962 -0.221 -0.07 0.10 -0.05 0.490
C -0.011 -3.452 1.270 -0.28 -0.35 0.31 1.019
S 1.116 -2.405 0.485 -0.02 0.56 -0.22 -0.465
C 0.352 -4.213 2.393 -0.14 0.24 -0.25 -0.020
F 1.594 -4.123 2.870 0.07 -0.01 0.13 -0.379
C -0.529 -5.051 3.049 -0.04 0.00 0.02 0.248
F -0.142 -5.694 4.153 0.02 -0.11 0.01 -0.323
Ge -2.536 -0.550 -1.666 0.24 0.49 -0.11 1.025
C -4.256 -0.579 -0.716 0.43 -0.11 -0.06 0.114
C -4.757 0.623 -0.223 0.07 -0.01 -0.01 0.026
C -6.045 0.691 0.283 -0.01 0.04 0.01 -0.632
C -6.850 -0.441 0.282 0.01 -0.01 0.03 -0.612
C -6.357 -1.642 -0.204 -0.06 -0.03 0.04 -0.790
C -5.060 -1.713 -0.695 0.13 -0.05 0.01 -0.038
C -2.501 -1.870 -3.129 0.12 0.20 0.39 0.179
C -2.415 -1.336 -4.413 -0.04 0.03 0.03 -0.180
C -2.476 -2.158 -5.529 -0.12 -0.04 -0.08 -0.535
C -2.647 -3.526 -5.373 0.00 0.05 0.00 -0.673
C -2.732 -4.066 -4.098 0.00 -0.04 0.00 -0.973
C -2.653 -3.247 -2.982 -0.02 -0.14 0.01 0.275
H -2.652 0.772 -2.447 0.07 -0.09 -0.01 -0.966
H -4.127 1.505 -0.228 -0.05 0.04 0.00 0.284
H -6.425 1.630 0.668 -0.01 -0.01 0.00 0.434
H -7.864 -0.385 0.659 0.01 -0.01 0.02 0.403
H -6.983 -2.524 -0.206 0.02 -0.01 0.02 0.410
H -4.675 -2.655 -1.065 -0.06 -0.01 -0.02 0.245
H -2.306 -0.265 -4.543 0.04 -0.02 -0.03 0.244
H -2.380 -1.731 -6.519 -0.05 0.01 0.00 0.407
H -2.704 -4.172 -6.239 0.02 0.02 -0.02 0.342
H -2.852 -5.135 -3.971 -0.02 0.00 0.01 0.424
H -2.714 -3.693 -1.998 0.00 0.01 -0.10 0.245
Br -5.277 -2.705 3.613 0.10 0.06 -0.04 -0.151
C -4.325 -1.098 3.313 -0.05 -0.04 0.05 -0.364
C -4.586 0.028 4.072 -0.04 0.00 -0.05 -0.412
C -3.866 1.177 3.789 0.03 -0.03 0.01 -1.059
C -2.938 1.145 2.759 -0.05 -0.01 0.03 -0.163
N -2.680 0.058 2.038 0.02 0.02 0.09 0.925
C -3.354 -1.048 2.324 -0.03 -0.01 -0.01 -0.041
H -5.334 0.008 4.853 0.01 -0.02 0.01 0.458
H -4.013 2.077 4.370 -0.04 0.03 -0.05 0.501
H -2.368 2.027 2.499 0.02 0.04 0.02 -0.005
H -3.125 -1.928 1.740 -0.03 -0.07 -0.06 0.330
C 0.557 5.673 0.761 -0.04 -0.01 0.03 -1.011
C -0.374 4.845 1.657 0.11 0.36 -0.13 -0.732
C -0.418 3.457 1.231 0.05 -0.29 0.10 0.169
N -0.446 2.361 0.897 -0.33 0.19 0.20 0.069
H 0.467 6.729 1.013 0.02 0.00 0.03 0.422
H 0.299 5.543 -0.289 0.02 -0.01 -0.02 0.165
H 1.592 5.366 0.901 0.00 -0.03 -0.03 0.285
H -1.394 5.234 1.619 0.02 0.00 0.04 0.357
H -0.040 4.880 2.695 -0.06 -0.05 0.01 0.460
```
Forces are in eV/Å.

Computed properties:
HOMO level   -7.15 eV
Gap between HOMO and LUMO   6.29 eV
Charge   0
Spin multiplicity   1

=====

# 2
Entry from the Open Molecules 2025 dataset: a molecular structure, C44H48IrN9O3PS2Te at a distorted geometry (the ωB97M-V functional and the def2-TZVPD basis).

```
109
Properties=species:S:1:pos:R:3:forces:R:3:mulliken_charge:R:1
Ir 1.493 0.439 0.613 -0.47 -0.19 -0.86 1.470
C 3.007 -0.374 5.257 -0.72 0.12 -1.38 -1.351
C 3.092 -1.498 4.185 1.45 0.83 0.94 0.045
C 4.375 -1.308 3.283 -0.13 -2.69 2.03 -1.212
C 1.798 -1.614 3.394 1.23 -2.37 -1.43 -0.096
C 0.608 -2.072 4.214 -0.20 0.35 -0.81 0.296
O 0.063 -0.770 4.527 -1.28 -0.08 0.59 -0.376
C 0.386 0.055 3.519 1.55 -1.08 0.29 0.212
N 1.330 -0.372 2.754 -0.28 -0.21 0.36 -0.017
C -0.163 1.388 3.602 -0.87 -1.34 -2.32 0.414
C -0.054 1.939 4.800 0.16 2.03 2.20 -0.805
C -0.595 3.203 4.996 0.10 0.91 2.81 -0.737
C -1.382 3.781 4.058 -0.28 0.56 -2.15 -1.064
C -1.477 3.212 2.770 0.21 -0.81 -0.04 -0.234
C -0.833 1.985 2.539 -0.09 1.06 -0.56 0.068
P -0.647 1.248 0.859 -0.96 0.99 0.54 1.132
C -1.218 2.664 -0.145 -2.09 -0.56 -0.15 1.325
C -0.343 3.645 -0.572 0.01 -0.27 0.82 -0.265
C -0.825 4.746 -1.222 -2.79 0.41 -0.87 -0.826
C -2.227 4.850 -1.543 1.67 0.01 0.50 -0.890
C -3.112 3.900 -1.057 -0.80 1.10 -0.44 -0.745
C -2.628 2.832 -0.359 1.57 -0.73 0.42 -0.918
C -2.167 0.213 0.818 0.39 -0.05 0.62 0.226
C -2.573 -0.237 -0.420 -0.24 -1.49 -1.28 0.061
C -3.649 -1.118 -0.514 0.25 0.82 0.18 -0.983
C -4.448 -1.406 0.558 1.29 0.75 1.16 -0.894
C -4.115 -0.895 1.799 1.06 0.54 1.37 -0.967
C -2.924 -0.120 1.952 -1.02 -0.72 -0.88 -0.335
H 3.934 -0.324 5.846 -0.42 0.38 -0.31 0.505
H 2.157 -0.613 5.893 0.16 0.05 0.44 0.372
H 2.696 0.555 4.709 0.91 -0.32 0.80 0.169
H 3.213 -2.386 4.832 -0.11 -0.20 -0.85 0.390
H 4.263 -0.430 2.732 0.07 1.43 -1.05 0.141
H 4.583 -2.209 2.640 -0.51 0.94 0.33 0.288
H 5.257 -1.265 3.968 -0.64 0.31 -0.56 0.458
H 2.049 -2.365 2.603 -0.46 0.47 0.32 0.324
H 0.810 -2.671 5.124 -0.12 0.62 -0.51 0.419
H -0.130 -2.579 3.535 0.41 0.19 0.74 -0.540
H 0.524 1.434 5.536 0.16 -0.11 0.75 0.637
H -0.483 3.788 5.965 0.07 -1.17 -1.22 0.340
H -1.813 4.761 4.200 -0.13 -0.02 0.25 0.437
H -2.022 3.691 1.941 0.33 -0.11 0.70 0.488
H 0.681 3.569 -0.251 0.40 0.10 -0.28 0.313
H -0.229 5.586 -1.457 0.81 0.52 -0.35 0.562
H -2.594 5.703 -2.106 0.14 -0.06 0.16 0.446
H -4.209 4.053 -1.150 0.94 -0.24 -0.14 0.428
H -3.358 2.143 0.029 0.12 -0.24 0.14 0.477
H -2.060 -0.033 -1.367 0.11 0.33 0.46 0.215
H -3.971 -1.573 -1.406 0.12 -0.16 -1.41 0.585
H -5.227 -2.074 0.408 -1.62 -0.96 0.01 0.687
H -4.687 -1.124 2.720 0.24 0.18 -0.82 0.508
H -2.634 0.217 2.933 -0.01 0.13 0.15 0.470
O 3.359 -0.570 0.109 0.10 -0.32 -0.10 -0.706
N 4.476 0.161 0.193 -0.41 -1.33 1.13 0.430
C 5.632 -0.556 0.265 1.62 1.47 0.27 -0.180
C 6.857 0.100 0.572 -2.11 0.15 -0.24 -0.867
C 6.804 1.487 0.825 -1.72 -1.33 -1.06 -0.353
C 5.563 2.114 0.754 1.31 1.78 1.08 -0.834
C 4.368 1.458 0.523 1.24 0.05 -0.30 0.813
S 2.854 2.237 0.707 -0.33 0.66 0.18 -0.578
H 5.508 -1.623 0.125 0.04 0.23 -0.08 0.506
H 7.769 -0.451 0.667 0.24 -0.31 -0.10 0.450
H 7.660 2.078 0.995 0.89 0.35 0.37 0.479
H 5.562 3.191 1.054 -0.37 -1.04 -0.52 0.360
Te -0.669 -3.197 0.421 0.34 -0.58 0.04 0.777
C 0.003 -5.142 0.518 -1.18 0.43 0.73 0.143
C 1.142 -5.736 0.017 0.62 -1.01 -0.88 -0.263
C 1.142 -7.154 0.118 -1.63 1.37 1.90 -0.620
C 0.061 -7.563 0.934 0.61 0.11 -1.60 -0.404
S -1.050 -6.331 1.281 1.00 -0.04 -0.09 0.111
H 1.969 -5.213 -0.459 -0.33 0.11 0.00 0.434
H 1.882 -7.797 -0.290 0.51 -0.41 -0.09 0.441
H -0.174 -8.580 1.202 0.00 -0.08 0.09 0.399
N -6.103 -4.350 1.702 0.08 1.25 0.32 -0.612
N -4.850 -4.215 2.254 0.83 -1.55 -3.10 1.359
N -4.571 -3.757 3.391 0.14 1.18 2.38 -0.827
C -3.228 -3.718 3.400 0.13 -0.27 0.76 -0.376
N -2.753 -4.209 2.259 -0.19 0.45 -0.60 0.000
N -3.794 -4.511 1.497 -0.23 0.11 0.60 -0.571
H -6.118 -4.801 0.812 0.60 -0.34 -0.36 0.276
H -6.783 -4.706 2.327 -0.42 -0.35 0.90 0.269
H -2.595 -3.405 4.265 -0.92 -0.29 -0.97 0.462
C -3.153 2.120 -6.988 0.89 0.09 -1.25 -1.180
C -2.233 2.869 -6.041 1.46 0.59 -1.57 -0.744
N -0.979 2.191 -5.600 0.62 1.14 -1.59 0.376
C 0.191 2.742 -6.328 0.40 -0.75 -1.12 -0.584
C 0.194 2.352 -7.842 0.89 -0.13 1.39 -1.219
C -0.915 1.518 -4.456 -1.60 -0.04 2.17 0.470
O -1.903 1.435 -3.679 1.23 -0.16 -1.14 -0.664
C 0.335 0.824 -3.937 -0.03 0.38 -0.90 -0.684
C 1.092 -0.094 -4.653 0.79 -1.19 1.48 0.194
C 2.029 -0.859 -3.902 -0.67 1.50 0.20 -1.287
C 2.191 -0.547 -2.540 0.60 -1.66 -3.44 -0.646
N 1.511 0.377 -1.953 0.41 0.45 3.41 0.029
C 0.626 1.043 -2.578 -3.12 1.75 -2.64 0.126
H -4.030 2.716 -7.129 -0.50 0.73 -0.24 0.434
H -3.562 1.224 -6.574 0.23 -0.87 0.38 0.308
H -2.724 1.932 -8.004 -0.28 -0.02 0.94 0.250
H -2.809 3.080 -5.214 -1.02 0.49 2.19 0.423
H -1.913 3.881 -6.475 -0.45 -1.51 0.44 0.347
H 1.158 2.370 -5.948 -0.61 0.09 0.34 0.382
H 0.211 3.848 -6.252 -0.19 -0.60 0.18 0.422
H 0.386 1.298 -8.009 -0.21 -0.33 0.25 0.256
H 1.025 2.849 -8.294 0.66 0.50 -0.32 0.453
H -0.654 2.636 -8.398 -1.22 0.39 -0.38 0.333
H 0.972 -0.378 -5.685 -0.35 0.41 -0.27 0.574
H 2.633 -1.599 -4.400 0.08 -0.17 0.12 0.490
H 2.911 -1.043 -1.976 1.01 -0.84 0.96 0.807
H -0.036 1.806 -2.133 0.78 -0.63 0.32 0.158
```
Forces are in eV/Å.

Computed properties:
HOMO level (alpha / beta)   -10.97 / -12.98 eV
Gap between HOMO and LUMO (alpha / beta)   6.75 / 5.09 eV
<S²>   8.785
Charge   +2
Spin multiplicity   6

=====

- Which value of charge does entry 2 give?
  +2